Record 1
DFT (wB97M-V/def2-TZVPD) results for a 2-piece molecular cluster, C10H14NO overall in a non-equilibrium geometry.

Results
E   -14123.4161 eV
Total charge   +1
Max |F|   5.4 eV/Å
LUMO level (spin up / spin down)   -4.34 / -4.34 eV
Energy relative to the best compared isomer or geometry (same formula, charge and spin)   5.266 eV
Kohn-Sham gap (spin up / spin down)   7.575 / 7.574 eV

Last column: Mulliken charge in e.
Atoms and positions in Å:
C -3.706 1.014 -0.452  -0.38
C -3.445 -0.149 -1.044  -0.60
C -3.113 1.360 0.823  -0.39
C -2.344 -1.005 -0.487  -0.38
C -2.084 0.622 1.357  -0.20
C 0.316 -2.190 0.763  -0.08
C -0.359 -0.985 0.690  0.07
C 1.548 -2.739 0.278  -0.97
C 2.700 1.866 -0.395  -1.22
C 1.449 1.272 0.131  0.41
N -1.603 -0.452 0.630  0.23
O 0.560 0.693 -0.431  -0.50
H -4.611 1.555 -0.714  0.38
H -3.916 -0.499 -1.902  0.44
H -3.332 2.372 1.266  0.34
H -2.757 -1.978 -0.258  0.41
H -1.775 0.709 2.368  0.44
H -0.301 -2.796 1.463  0.38
H 2.284 -1.943 0.010  0.28
H 2.092 -3.436 0.929  0.36
H 1.281 -3.143 -0.736  0.27
H 3.588 1.429 0.017  0.35
H 2.697 1.977 -1.454  0.35
H 2.855 2.862 0.110  0.35
H -1.658 -1.335 -1.363  0.35
H 1.508 1.280 1.216  0.33

Forces on atoms 1 to 6 (eV/Å):
C -1.470 -0.357 0.171
C 1.777 0.950 1.850
C 2.272 0.687 0.840
C -0.225 -1.050 -3.205
C -2.449 1.675 -0.693
C -3.561 3.710 1.603

=====

Record 2
DFT (wB97M-V/def2-TZVPD) results for an isolated ion of composition C10H14NO4 and charge +1 in a non-equilibrium geometry.

Results
E   -20261.8610 eV
Total charge   +1
<S²>   2.01
Max |F|   4.2 eV/Å
LUMO level (spin up / spin down)   -3.07 / -7.35 eV
Multiplicity   3
Energy relative to the best compared isomer or geometry (same formula, charge and spin)   0.000 eV
Kohn-Sham gap (spin up / spin down)   7.923 / 6.481 eV

Last column: Mulliken charge in e.
Atoms and positions in Å:
C 0.792 0.789 0.640  -0.26
C 0.094 -0.443 0.788  0.49
C -1.494 -0.591 1.090  0.22
C 1.987 -1.234 -1.175  -0.87
C 2.182 0.937 0.312  0.70
C 2.814 -0.171 -0.408  -0.68
C 1.734 -2.189 -0.034  -0.02
C 2.899 2.195 0.512  -1.48
C -3.752 1.046 -1.100  -1.00
C -3.601 0.087 0.121  0.12
N 0.760 -1.560 0.780  0.05
O -1.832 -1.014 2.151  -0.48
O 0.511 -2.784 0.096  -0.37
O -4.071 -1.188 -0.028  -0.50
O -2.068 0.035 0.137  -0.21
H 0.191 1.616 0.990  0.49
H 1.073 -0.838 -1.526  0.34
H 2.592 -1.543 -1.926  0.49
H 2.711 -0.534 0.695  0.36
H 3.897 -0.103 -0.711  0.42
H 2.523 -2.787 0.277  0.44
H 2.348 3.138 0.287  0.36
H 3.852 2.177 0.107  0.41
H 3.028 2.259 1.634  0.34
H -3.140 2.003 -0.819  0.28
H -4.818 1.334 -1.094  0.38
H -3.438 0.601 -2.083  0.30
H -4.070 0.431 1.081  0.35
H -3.705 -1.668 -0.797  0.35

Forces on atoms 1 to 6 (eV/Å):
C -0.331 -0.818 0.944
C -2.231 1.020 -0.070
C 3.747 0.844 1.674
C 0.341 1.253 2.584
C -1.637 1.303 -2.519
C 0.572 -0.875 1.380

=====

Record 3
DFT (wB97M-V/def2-TZVPD) results for one molecule with the formula C10H14O5S3 in a non-equilibrium geometry.

Results
E   -53338.9915 eV
Max |F|   1.6 eV/Å
LUMO level   -0.45 eV
Kohn-Sham gap   9.025 eV

Last column: Mulliken charge in e.
Atoms and positions in Å:
C -5.854 0.095 -0.049  -0.67
H -6.138 -0.361 0.901  0.30
H -6.040 -0.621 -0.852  0.30
H -6.412 1.013 -0.217  0.22
O -4.483 0.466 -0.028  -0.27
C -3.609 -0.528 0.182  0.45
O -3.917 -1.680 0.346  -0.57
C -2.232 -0.026 0.183  0.39
C -1.087 -0.741 0.410  -1.30
C 0.074 0.050 0.338  -0.15
C -0.196 1.363 0.070  0.83
S -1.891 1.643 -0.125  -0.22
S 0.932 2.754 -0.254  0.32
O 2.125 2.158 -0.852  -0.59
C 1.326 3.062 1.511  -0.77
H 0.406 3.311 2.028  0.35
H 1.791 2.167 1.917  0.23
H 2.017 3.897 1.546  0.40
S 1.691 -0.673 0.731  1.41
O 2.327 0.212 1.674  -0.77
O 1.404 -2.004 1.190  -0.69
C 2.649 -0.781 -0.820  0.51
C 3.951 -1.451 -0.436  -1.52
H 4.608 -1.541 -1.299  0.43
H 4.453 -0.864 0.330  0.40
H 3.748 -2.442 -0.035  0.36
C 1.811 -1.581 -1.791  -1.48
H 0.901 -1.043 -2.052  0.35
H 2.368 -1.778 -2.704  0.45
H 1.537 -2.530 -1.334  0.35
H 2.802 0.247 -1.143  0.40
H -1.064 -1.791 0.637  0.57

Forces on atoms 1 to 6 (eV/Å):
C -0.369 -0.275 0.018
H 0.002 0.055 -0.086
H -0.007 0.074 0.066
H 0.036 -0.046 0.008
O 0.297 0.234 -0.016
C -0.230 -0.389 0.064

=====

Record 4
DFT (wB97M-V/def2-TZVPD) results for C10H14O8Rb as an isolated structure in a non-equilibrium geometry.

Results
E   -27626.8604 eV
Total charge   -1
Max |F|   5.6 eV/Å
LUMO level   -0.22 eV
Kohn-Sham gap   1.479 eV

Last column: Mulliken charge in e.
Atoms and positions in Å:
Rb -1.600 0.426 -1.387  0.66
C 3.492 -6.672 -1.420  -0.59
C 2.955 -5.521 -0.738  0.46
C 2.401 -5.718 0.774  0.34
O 1.740 -4.855 1.331  -0.70
C 2.795 -6.981 1.435  -0.45
C 3.248 -8.013 0.718  0.44
C 3.592 -7.883 -0.775  0.37
O 4.048 -8.840 -1.481  -0.75
O 3.288 -9.093 1.426  -0.77
O 2.835 -4.365 -1.295  -0.78
H 3.718 -6.555 -2.469  0.39
H 2.653 -7.052 2.503  0.39
C 0.723 6.615 -3.136  -0.40
C 1.851 5.908 -3.967  -0.42
O 1.415 5.550 -5.267  -0.50
O -0.258 5.694 -2.852  -0.49
H 0.391 7.462 -3.735  0.29
H 1.093 7.020 -2.194  0.32
H 2.282 5.019 -3.507  0.28
H 2.627 6.657 -4.126  0.29
H 0.563 5.126 -5.138  0.31
H -1.047 6.180 -2.602  0.30
C -5.245 1.894 3.608  -0.45
C -3.885 2.030 4.326  -0.37
O -2.997 2.881 3.645  -0.54
O -5.305 1.220 2.357  -0.51
H -5.731 2.855 3.440  0.30
H -5.921 1.495 4.364  0.34
H -3.412 1.074 4.548  0.32
H -3.953 2.553 5.280  0.29
H -2.162 3.014 4.099  0.31
H -6.194 0.878 2.236  0.31

Forces on atoms 1 to 6 (eV/Å):
Rb 0.148 -0.194 0.103
C -1.511 3.294 1.376
C -0.604 1.542 -1.099
C 1.496 -1.649 -0.095
O -0.344 0.757 -0.109
C -1.315 5.436 -0.757

=====

Record 5
DFT (wB97M-V/def2-TZVPD) results for C10H14O8Tl as an isolated structure in a non-equilibrium geometry.

Results
E   -31656.4749 eV
Total charge   +1
Max |F|   7.1 eV/Å
LUMO level   -7.10 eV
Energy relative to the best compared isomer or geometry (same formula, charge and spin)   2.513 eV
Kohn-Sham gap   4.713 eV

Last column: Mulliken charge in e.
Atoms and positions in Å:
Tl -7.648 -11.443 5.386  0.98
C -7.526 -11.207 -1.620  -0.33
C -7.389 -11.607 -0.263  0.39
C -6.071 -12.514 0.143  0.31
O -5.780 -12.650 1.330  -0.52
C -5.385 -13.174 -0.883  -0.04
C -5.719 -12.909 -2.175  0.36
C -6.813 -11.893 -2.570  0.34
O -6.905 -11.437 -3.802  -0.48
O -5.078 -13.697 -3.030  -0.48
O -8.125 -11.338 0.679  -0.50
H -8.181 -10.410 -1.939  0.48
H -4.635 -13.921 -0.670  0.49
C -7.165 -11.325 10.436  -0.31
C -8.465 -10.628 10.356  -0.43
O -8.587 -9.890 9.133  -0.51
O -6.886 -12.309 9.434  -0.50
H -7.060 -11.803 11.410  0.34
H -6.348 -10.604 10.394  0.23
H -8.657 -9.957 11.193  0.36
H -9.289 -11.342 10.341  0.23
H -8.396 -8.967 9.318  0.29
H -6.254 -12.886 9.870  0.32
C -12.602 -11.285 6.091  -0.42
C -12.426 -12.690 6.706  -0.42
O -11.096 -12.882 7.223  -0.52
O -11.934 -11.142 4.863  -0.50
H -12.230 -10.539 6.793  0.24
H -13.652 -11.099 5.866  0.37
H -12.618 -13.534 6.043  0.32
H -13.181 -12.808 7.483  0.33
H -11.019 -13.694 7.730  0.29
H -12.527 -10.569 4.371  0.32

Forces on atoms 1 to 6 (eV/Å):
Tl -0.300 -0.058 0.210
C -0.512 -0.275 1.394
C 0.362 -0.872 2.827
C -1.164 1.118 2.304
O -0.680 0.466 -1.243
C 0.205 0.325 1.250

=====

Record 6
DFT (wB97M-V/def2-TZVPD) results for one molecule with the formula C10H14Si in a non-equilibrium geometry.

Results
E   -18470.6768 eV
Max |F|   3.5 eV/Å
LUMO level   0.82 eV
Energy relative to the best compared isomer or geometry (same formula, charge and spin)   4.934 eV
Kohn-Sham gap   8.762 eV

Last column: Mulliken charge in e.
Atoms and positions in Å:
C 3.037 0.020 1.184  -1.01
Si 1.666 0.386 -0.121  0.54
C 1.653 2.109 -1.161  -1.08
C 1.687 -1.101 -1.391  -1.00
C -0.151 0.068 1.311  -0.07
C -1.229 -0.866 0.876  0.28
C -2.100 -1.732 0.332  -1.04
C -3.303 -1.114 -0.172  -0.21
C -3.559 0.220 -0.071  -0.14
C -2.582 1.160 0.519  -1.25
C -1.476 0.538 0.950  0.54
H 3.229 -1.064 1.037  0.25
H 4.034 0.528 1.028  0.34
H 2.670 0.132 2.226  0.29
H 2.601 2.557 -0.990  0.35
H 1.371 1.664 -2.129  0.29
H 0.868 2.754 -0.803  0.33
H 2.071 -1.112 -2.475  0.33
H 2.208 -2.019 -0.923  0.28
H 0.609 -1.220 -1.438  0.27
H 0.022 -0.107 2.417  0.22
H -1.908 -2.776 0.165  0.40
H -4.151 -1.766 -0.522  0.28
H -4.567 0.553 -0.413  0.30
H -2.698 2.188 0.565  0.48

Forces on atoms 1 to 6 (eV/Å):
C 0.447 -0.006 -0.393
Si -0.547 -0.147 1.057
C -1.345 -2.920 1.394
C 1.075 -0.514 0.101
C 2.638 -0.714 -0.032
C -0.338 2.370 -0.466

=====

Record 7
DFT (wB97M-V/def2-TZVPD) results for a 2-piece molecular cluster, C10H15BO overall in a non-equilibrium geometry.

Results
E   -13334.2266 eV
Max |F|   5.2 eV/Å
LUMO level   0.30 eV
Energy relative to the best compared isomer or geometry (same formula, charge and spin)   4.373 eV
Kohn-Sham gap   7.053 eV

Last column: Mulliken charge in e.
Atoms and positions in Å:
B 0.055 0.811 -0.922  0.27
C 3.784 -0.596 0.536  -0.55
C 3.244 0.598 1.073  -0.34
C 3.240 -1.213 -0.574  -0.49
C 2.050 1.125 0.557  -0.53
C 2.051 -0.749 -1.051  -0.40
C 1.460 0.405 -0.460  0.60
C -2.753 -1.202 -0.803  -1.02
C -2.708 1.282 1.020  -1.37
C -1.890 -1.130 0.432  -0.54
C -1.519 0.295 0.855  -0.43
O -0.442 1.608 -1.766  -0.51
H 4.559 -1.101 1.028  0.42
H 3.661 1.268 1.911  0.24
H 3.683 -2.081 -1.021  0.40
H 1.748 2.013 0.981  0.51
H 1.485 -1.206 -1.980  0.17
H -2.841 -2.271 -0.894  0.36
H -2.248 -0.690 -1.707  0.13
H -3.608 -0.710 -0.534  0.39
H -2.160 2.202 1.153  0.38
H -3.338 0.932 1.787  0.39
H -3.225 1.371 -0.031  0.26
H -2.391 -1.590 1.314  0.40
H -0.922 -1.604 0.275  0.29
H -0.698 0.406 1.509  0.63
H -0.275 1.823 -2.689  0.33

Forces on atoms 1 to 6 (eV/Å):
B -0.938 -1.375 4.914
C -0.681 1.463 0.713
C 0.130 0.785 0.521
C -0.227 -0.205 0.199
C 2.547 -2.765 -0.442
C -2.150 0.856 -1.641

=====

Record 8
DFT (wB97M-V/def2-TZVPD) results for a 3-piece molecular cluster, C10H15Br2N4O8S3 overall in a non-equilibrium geometry.

Results
E   -205533.8976 eV
Total charge   +1
Max |F|   1.1 eV/Å
LUMO level   -4.26 eV
Kohn-Sham gap   8.159 eV

Last column: Mulliken charge in e.
Atoms and positions in Å:
N 3.741 -1.992 -0.244  -0.51
C 3.737 -0.539 -0.382  -0.34
C 2.515 0.124 0.239  -0.97
N 1.286 -0.278 -0.453  0.39
C 0.432 -1.270 -0.051  -0.12
C -0.575 -1.350 -0.975  -0.62
Br -1.996 -2.512 -0.975  -0.05
N -0.301 -0.395 -1.916  0.76
N -1.083 -0.096 -3.059  -1.21
C -0.639 -0.612 -4.098  0.60
S -0.084 -1.235 -5.374  -0.23
C 0.831 0.253 -1.594  0.27
Br 1.578 1.627 -2.544  0.09
H 2.963 -2.368 0.274  0.23
H 3.845 -2.466 -1.124  0.25
H 4.630 -0.108 0.059  0.36
H 3.713 -0.286 -1.441  0.29
H 2.431 -0.086 1.299  0.36
H 2.616 1.197 0.108  0.38
H 0.600 -1.824 0.856  1.04
C -2.261 -3.126 3.515  -0.30
C -1.307 -2.708 4.618  -0.34
O -0.135 -3.511 4.391  -0.29
S 0.057 -3.765 2.835  1.08
O 0.967 -2.805 2.298  -0.53
O 0.238 -5.145 2.609  -0.56
O -1.404 -3.316 2.372  -0.26
H -2.753 -4.074 3.738  0.29
H -3.006 -2.368 3.295  0.32
H -1.695 -2.904 5.613  0.33
H -1.028 -1.657 4.533  0.26
C -1.559 3.476 -1.164  0.31
C -2.087 3.918 -2.514  -0.32
O -2.346 5.312 -2.340  -0.33
S -1.275 5.951 -1.332  1.10
O -0.219 6.536 -2.070  -0.52
O -1.973 6.657 -0.327  -0.52
O -0.736 4.557 -0.729  -0.31
H -2.367 3.334 -0.444  0.35
H -0.962 2.570 -1.226  -0.37
H -3.001 3.404 -2.801  0.32
H -1.337 3.798 -3.300  0.31

Forces on atoms 1 to 6 (eV/Å):
N 0.083 0.356 0.089
C -0.495 -0.678 -0.192
C 0.577 0.270 -0.331
N -0.226 0.339 -0.212
C -0.444 0.089 -0.483
C 0.594 -0.182 0.937